Here is a molecular structure, C46H44LuN13O6S from OMol25. Energies are from ωB97M-V with the def2-TZVPD basis set.

The electronic energy is -124516.0188 eV. The HOMO energy is -13.723 eV. As for the total charge: +2. The value obtained for the gap between HOMO and LUMO is 8.719 eV. Its LUMO energy is -5.0 eV. Its energy relative to the best compared isomer or geometry (same formula, charge and spin) is 55.9 kJ/mol.

Each line ends with the Löwdin charge.
Geometry (Å):
1 Lu -0.1755 -0.0935 0.0822  1.86
2 C 1.5853 0.5704 3.1383  -0.17
3 C 0.2573 0.8694 3.8178  -0.09
4 C -0.6506 1.8127 3.0774  -0.28
5 C -1.6063 2.4996 3.8198  0.00
6 C -2.4574 3.3873 3.1952  -0.02
7 C -2.3038 3.5855 1.8300  -0.03
8 C -1.3311 2.8687 1.1693  -0.13
9 N -0.5157 1.9778 1.7568  0.03
10 N 1.5572 -0.5345 2.1514  -0.19
11 C 1.3027 -1.8225 2.8396  -0.12
12 C -0.1379 -2.2338 2.9164  -0.28
13 C -0.6565 -2.7934 4.0763  0.00
14 C -1.9566 -3.2679 4.0737  -0.02
15 C -2.6879 -3.1688 2.9008  -0.02
16 C -2.0937 -2.5792 1.8024  -0.15
17 N -0.8402 -2.1166 1.7896  0.05
18 C 2.9064 -0.6350 1.5818  -0.15
19 C 3.0034 -1.6215 0.4499  -0.30
20 C 4.2526 -2.1053 0.0810  0.00
21 C 4.3487 -2.9863 -0.9789  -0.02
22 C 3.1816 -3.3748 -1.6213  -0.03
23 C 1.9862 -2.8401 -1.1857  -0.13
24 N 1.8783 -1.9630 -0.1815  0.05
25 H 1.9242 1.4728 2.6306  0.10
26 H 2.3238 0.3276 3.9123  0.13
27 H -0.3009 -0.0472 4.0135  0.12
28 H 0.4691 1.3102 4.7918  0.13
29 H -1.6729 2.3251 4.8857  0.13
30 H -3.2135 3.9206 3.7556  0.12
31 H -2.9256 4.2862 1.2906  0.12
32 H -1.2012 3.0118 0.1067  0.09
33 H 1.8044 -2.6058 2.2706  0.13
34 H 1.7481 -1.8111 3.8394  0.14
35 H -0.0480 -2.8596 4.9690  0.13
36 H -2.3899 -3.7049 4.9631  0.12
37 H -3.7080 -3.5215 2.8401  0.12
38 H -2.6599 -2.4690 0.8871  0.09
39 H 3.2075 0.3442 1.2115  0.09
40 H 3.6282 -0.9113 2.3609  0.15
41 H 5.1372 -1.7889 0.6193  0.13
42 H 5.3105 -3.3682 -1.2948  0.12
43 H 3.1938 -4.0808 -2.4398  0.12
44 H 1.0654 -3.1241 -1.6762  0.07
45 O 1.8263 7.5500 -1.4762  0.10
46 N 1.4343 6.9802 -2.4764  -0.34
47 O 1.3173 7.4789 -3.5744  0.12
48 C 0.9523 5.5946 -2.3235  -0.07
49 C -0.1192 5.2478 -3.0599  0.08
50 C -0.6867 3.9484 -2.9424  -0.11
51 C -1.7818 3.5609 -3.7317  0.03
52 C -2.2460 2.2781 -3.6310  0.00
53 C -1.6307 1.4163 -2.7207  -0.13
54 N -0.6350 1.7644 -1.9188  0.05
55 C -0.1457 3.0183 -2.0332  -0.16
56 C 0.9952 3.4023 -1.2251  -0.15
57 N 1.4808 2.5091 -0.3341  0.10
58 C 2.5623 2.8520 0.3348  -0.14
59 C 3.2635 4.0433 0.1624  0.00
60 C 2.7652 4.9720 -0.7109  0.04
61 C 1.5764 4.6806 -1.4051  -0.05
62 H -0.5478 5.9668 -3.7456  0.14
63 H -2.2323 4.2715 -4.4132  0.13
64 H -3.0736 1.9261 -4.2308  0.12
65 H -1.9685 0.3943 -2.6447  0.07
66 H 2.9293 2.1509 1.0717  0.07
67 H 4.1700 4.2291 0.7204  0.12
68 H 3.2657 5.9151 -0.8555  0.12
69 S 2.5214 0.1663 -4.4542  1.08
70 C 3.5852 0.5546 -3.1744  -0.36
71 C 2.9373 0.4375 -1.9903  -0.26
72 N 1.6196 0.0545 -2.0690  -0.09
73 C 1.2822 -0.1210 -3.3182  -0.50
74 H 4.6085 0.8354 -3.3626  0.08
75 H 3.3914 0.6249 -1.0319  0.09
76 H 0.3014 -0.4280 -3.6384  0.04
77 O -2.4000 0.0785 1.7906  -0.01
78 C -2.9480 0.1241 0.6853  -0.60
79 O -2.2526 0.1078 -0.3963  -0.24
80 C -4.4315 0.1428 0.5379  -0.11
81 C -5.2788 0.3044 1.6295  0.01
82 C -6.6535 0.2818 1.4503  -0.03
83 C -7.1971 0.0853 0.1893  0.03
84 C -6.3404 -0.0793 -0.8871  -0.12
85 C -4.9683 -0.0474 -0.7286  0.06
86 N -6.8850 -0.3053 -2.2343  -0.35
87 O -6.0868 -0.5177 -3.1333  0.07
88 O -8.0866 -0.2556 -2.3686  0.11
89 H -4.8483 0.4483 2.6128  0.12
90 H -7.3094 0.4122 2.2999  0.12
91 H -8.2663 0.0558 0.0339  0.13
92 H -4.3231 -0.1704 -1.5830  0.12
93 C -0.3524 -6.3410 -2.3163  -0.07
94 C -1.0390 -5.8612 -3.5936  -0.40
95 C -0.0339 -5.2859 -4.5886  -0.07
96 C -2.1831 -4.8684 -3.3145  -0.09
97 N -1.7470 -3.6884 -2.5798  -0.07
98 C -1.5786 -3.5326 -1.2583  -0.11
99 N -1.1045 -2.3264 -1.0500  -0.04
100 N -0.9914 -1.7653 -2.2624  -0.05
101 N -1.3651 -2.5669 -3.1860  0.12
102 H 0.3785 -7.1111 -2.5597  0.09
103 H -1.0679 -6.7764 -1.6144  0.09
104 H 0.1856 -5.5337 -1.8126  0.06
105 H -1.5231 -6.7256 -4.0538  0.14
106 H 0.4662 -4.3991 -4.1897  0.06
107 H -0.5239 -5.0078 -5.5223  0.09
108 H 0.7281 -6.0301 -4.8190  0.09
109 H -2.9695 -5.3502 -2.7353  0.14
110 H -2.6011 -4.5134 -4.2541  0.14
111 H -1.8034 -4.2784 -0.5152  0.15